--- a ---
C7H14N2 | ωB97M-V/def2-TZVPD

Positions of all 23 atoms, in Å:
C -2.676 -1.274 0.382
C -1.474 -1.431 -0.475
C -0.136 -1.297 -0.066
N 0.593 -1.693 -1.241
C -0.345 -1.951 -2.242
N -1.565 -1.667 -1.874
H -3.365 -2.050 0.167
H -3.208 -0.383 0.066
H -2.369 -1.354 1.427
H 0.314 -1.027 0.853
H 1.574 -1.555 -1.381
H -0.017 -2.127 -3.280
C 0.205 2.142 1.365
C 1.673 1.630 1.134
C 1.827 1.128 -0.385
H 0.079 3.138 1.470
H -0.280 1.719 2.311
H -0.386 1.874 0.532
H 2.213 2.425 1.624
H 1.979 0.758 1.741
H 1.530 1.879 -1.124
H 2.782 0.762 -0.671
H 1.052 0.354 -0.333

Values from the calculation:
HOMO-LUMO gap: 0.34895 hartree
SMILES: Cc1c[nH]cn1.CCC
LUMO level: 0.0345 Eh
E_HOMO: -8.556 eV

--- b ---
C7H14N2 | ωB97M-V/def2-TZVPD

Positions of all 23 atoms, in Å:
C -0.330 -0.639 -2.888
C -1.011 -1.034 -1.623
C -0.706 -2.147 -0.861
N -1.499 -2.008 0.254
C -2.321 -0.950 0.082
N -2.003 -0.328 -1.058
H -0.389 0.441 -3.072
H -0.703 -1.052 -3.828
H 0.744 -0.771 -2.850
H -0.128 -3.035 -1.042
H -1.492 -2.760 0.933
H -3.198 -0.813 0.679
C 2.141 0.389 1.209
C 0.841 1.189 1.230
C 0.649 2.629 1.808
H 1.856 -0.566 0.734
H 2.969 0.731 0.594
H 2.467 -0.016 2.171
H 0.075 0.581 1.718
H 0.514 1.195 0.189
H -0.074 2.590 2.618
H 0.093 3.116 1.001
H 1.507 3.260 2.004

Values from the calculation:
HOMO-LUMO gap: 0.34412 hartree
SMILES: Cc1c[nH]cn1.CCC
LUMO level: 0.0304 Eh
E_HOMO: -8.536 eV

--- c ---
C7H14N2 | ωB97M-V/def2-TZVPD

Positions of all 23 atoms, in Å:
C 0.222 0.390 3.439
C -0.887 0.487 2.433
C -1.288 -0.446 1.540
N -2.354 0.052 0.868
C -2.537 1.344 1.371
N -1.662 1.582 2.344
H 1.037 -0.251 3.079
H 0.004 -0.007 4.427
H 0.652 1.394 3.450
H -0.878 -1.426 1.361
H -2.944 -0.484 0.249
H -3.406 1.921 1.113
C 1.073 -0.846 -3.535
C 1.789 -0.819 -2.161
C 1.135 0.249 -1.244
H 1.312 0.006 -4.164
H 0.006 -0.701 -3.350
H 1.367 -1.797 -3.976
H 1.712 -1.807 -1.717
H 2.832 -0.521 -2.284
H 0.769 1.022 -1.932
H 0.265 -0.154 -0.728
H 1.781 0.813 -0.583

Values from the calculation:
HOMO-LUMO gap: 0.34273 hartree
SMILES: Cc1c[nH]cn1.CCC
LUMO level: 0.0292 Eh
E_HOMO: -8.532 eV

--- d ---
C7H14N2 | ωB97M-V/def2-TZVPD

Positions of all 23 atoms, in Å:
C 2.471 -2.060 0.165
C 1.106 -1.992 0.741
C 0.045 -2.760 0.401
N -1.003 -2.348 1.222
C -0.500 -1.371 2.000
N 0.754 -1.123 1.751
H 3.152 -2.431 0.935
H 2.956 -1.123 -0.124
H 2.543 -2.703 -0.709
H -0.142 -3.550 -0.304
H -1.792 -2.936 1.416
H -0.993 -1.021 2.896
C -0.885 1.469 0.035
C -1.345 2.283 -1.167
C -0.268 3.171 -1.795
H -0.530 2.095 0.872
H -0.011 0.826 -0.073
H -1.762 0.970 0.440
H -1.652 1.538 -1.900
H -2.247 2.849 -0.936
H -0.568 4.216 -1.809
H 0.665 3.140 -1.254
H 0.007 2.861 -2.805

Values from the calculation:
HOMO-LUMO gap: 0.35367 hartree
SMILES: Cc1c[nH]cn1.CCC
LUMO level: 0.0335 Eh
E_HOMO: -8.713 eV

Stability order, top to bottom: d, c, b, a

--- a ---
C7H14N2 | ωB97M-V/def2-TZVPD

Positions of all 23 atoms, in Å:
C 0.536 1.112 0.949
C 1.233 -0.312 -2.867
C -0.396 2.290 0.725
C 0.773 -1.401 1.505
C -1.039 -0.624 -0.052
C 0.187 0.221 -1.947
N -2.373 -1.020 0.084
C -0.248 -0.315 1.168
N -0.484 -0.519 -1.202
H -2.802 -1.306 -0.784
H -2.543 -1.678 0.832
H 1.067 1.236 1.894
H 1.300 1.046 0.176
H -0.936 -0.188 2.009
H 1.496 -1.354 -2.659
H 0.933 -0.221 -3.902
H 2.140 0.280 -2.731
H 0.149 3.226 0.727
H -0.930 2.201 -0.212
H -1.147 2.346 1.511
H 1.353 -1.116 2.382
H 0.270 -2.347 1.719
H 1.460 -1.555 0.676

Values from the calculation:
HOMO-LUMO gap: 0.27855 hartree
LUMO level: 0.0339 Eh
E_HOMO: -6.657 eV

--- b ---
C7H14N2 | ωB97M-V/def2-TZVPD

Positions of all 23 atoms, in Å:
C -1.314 3.011 -2.105
C -1.201 1.566 -1.788
C -0.142 0.716 -1.980
N -0.595 -0.530 -1.605
C -1.914 -0.400 -1.319
N -2.301 0.851 -1.384
H -1.162 3.621 -1.214
H -2.332 3.241 -2.408
H -0.635 3.406 -2.858
H 0.902 0.962 -2.078
H -0.195 -1.408 -1.908
H -2.528 -1.151 -0.848
C 2.471 -1.187 1.598
C 1.062 -0.684 1.939
C 0.114 -1.804 2.355
H 2.940 -0.454 0.940
H 2.387 -2.109 1.031
H 3.142 -1.233 2.458
H 1.093 0.083 2.714
H 0.681 -0.194 1.043
H -0.424 -2.257 1.515
H 0.623 -2.607 2.882
H -0.671 -1.439 3.019

Values from the calculation:
HOMO-LUMO gap: 0.34786 hartree
SMILES: Cc1c[nH]cn1.CCC
LUMO level: 0.0300 Eh
E_HOMO: -8.650 eV

Stability order, top to bottom: b, a

--- a ---
C7H14N2 | ωB97M-V/def2-TZVPD

Positions of all 23 atoms, in Å:
C -0.225 0.174 1.834
C -2.278 0.956 0.016
C 1.620 0.099 -1.523
N -0.044 -0.039 0.394
N -0.865 0.959 -0.346
C -0.051 -1.495 0.117
C 1.405 0.032 -0.035
C -0.839 -1.958 -0.847
C 2.400 0.317 0.809
H -0.790 0.664 -1.315
H 0.004 1.210 2.081
H -1.250 -0.082 2.092
H 0.428 -0.505 2.373
H -2.703 -0.047 0.122
H -2.428 1.513 0.941
H -2.813 1.476 -0.778
H 1.017 -0.643 -2.042
H 2.667 -0.095 -1.740
H 1.378 1.093 -1.901
H -0.802 -3.015 -1.073
H -1.544 -1.397 -1.472
H 2.323 0.316 1.881
H 3.390 0.468 0.412

Values from the calculation:
HOMO-LUMO gap: 0.29768 hartree
LUMO level: 0.0334 Eh
E_HOMO: -7.191 eV

--- b ---
C7H14N2 | ωB97M-V/def2-TZVPD

Positions of all 23 atoms, in Å:
C -1.070 -0.914 -1.875
C -2.045 0.092 -1.076
C -1.163 0.737 -0.044
C -1.516 0.994 1.257
N -0.347 1.440 1.968
C 0.591 1.549 1.044
N 0.199 1.187 -0.110
H -1.611 -1.927 -2.023
H -0.079 -0.916 -1.402
H -0.734 -0.600 -2.916
H -2.138 0.806 -2.021
H -3.009 -0.225 -0.782
H -2.318 0.875 1.909
H -0.232 1.459 2.845
H 1.565 2.084 1.162
C 2.320 -1.484 -0.935
C 2.182 -2.393 0.304
H 3.042 -0.607 -0.644
H 2.892 -2.107 -1.646
H 1.446 -1.012 -1.413
H 1.140 -2.800 0.215
H 2.269 -1.847 1.214
H 3.019 -3.052 0.447

Values from the calculation:
HOMO-LUMO gap: 0.35488 hartree
SMILES: CCc1c[nH]cn1.CC
LUMO level: 0.0351 Eh
E_HOMO: -8.701 eV

--- c ---
C7H14N2 | ωB97M-V/def2-TZVPD

Positions of all 23 atoms, in Å:
C 2.178 2.719 0.458
C 0.507 0.041 1.170
C -1.962 -0.997 1.046
C 0.061 -2.171 -0.031
C -0.709 0.152 -0.871
C 1.990 2.166 -0.840
C -0.547 -0.778 0.349
N 2.474 3.235 1.470
N 2.418 3.114 -1.839
H 1.555 0.206 0.632
H 0.685 -0.613 1.968
H 0.198 1.003 1.452
H -2.275 -0.088 1.641
H -2.013 -1.781 1.702
H -2.583 -1.148 0.168
H 1.108 -1.984 0.022
H -0.011 -2.364 -1.121
H -0.242 -2.918 0.636
H -0.709 -0.286 -1.770
H -1.394 1.076 -0.804
H 1.346 1.349 -1.073
H 2.145 2.734 -2.752
H 3.391 3.273 -1.811

Values from the calculation:
HOMO-LUMO gap (alpha / beta): 0.29467 / 0.30090 hartree
LUMO level (alpha / beta): -0.0195 / -0.0001 Eh
E_HOMO (alpha / beta): -8.550 / -8.190 eV

--- d ---
C7H14N2 | ωB97M-V/def2-TZVPD

Positions of all 23 atoms, in Å:
C -1.528 -3.091 -0.863
C -1.793 -1.664 -1.154
C -1.185 -0.546 -0.625
N -1.994 0.500 -0.903
C -3.268 0.032 -1.499
N -3.030 -1.357 -1.632
H -0.429 -3.248 -0.729
H -1.854 -3.766 -1.462
H -2.166 -3.326 0.070
H -0.079 -0.469 -0.353
H -1.702 1.371 -0.717
H -3.988 0.751 -1.748
C 2.094 1.810 -0.238
C 2.134 0.769 0.891
C 1.988 1.383 2.318
H 2.078 1.269 -1.192
H 3.108 2.350 -0.277
H 1.161 2.546 -0.083
H 1.339 -0.023 0.781
H 3.092 0.236 0.921
H 2.980 1.477 2.703
H 1.575 2.243 2.681
H 1.466 0.752 3.109

Values from the calculation:
HOMO-LUMO gap: 0.33658 hartree
SMILES: Cc1c[nH]cn1.CCC
LUMO level: 0.0299 Eh
E_HOMO: -8.346 eV

Stability order, top to bottom: b, d, c, a

--- a ---
C7H14N2 | ωB97M-V/def2-TZVPD

Positions of all 23 atoms, in Å:
C 2.249 -1.319 -1.190
C 0.910 -1.508 -0.589
C 0.532 -2.042 0.601
N -0.827 -2.307 0.565
C -1.207 -1.839 -0.659
N -0.234 -1.463 -1.423
H 3.022 -1.491 -0.427
H 2.457 -0.304 -1.550
H 2.524 -1.919 -2.055
H 1.223 -2.125 1.422
H -1.277 -3.122 0.939
H -2.159 -2.063 -1.119
C -0.177 2.625 -0.489
C -0.689 2.435 0.955
C -1.064 0.960 1.156
H -0.542 3.593 -0.823
H -0.604 1.923 -1.197
H 0.908 2.538 -0.508
H -0.014 2.744 1.747
H -1.650 2.953 1.004
H -1.941 0.596 0.624
H -0.157 0.446 0.823
H -1.285 0.689 2.191

Values from the calculation:
HOMO-LUMO gap: 0.35660 hartree
SMILES: Cc1c[nH]cn1.CCC
LUMO level: 0.0343 Eh
E_HOMO: -8.770 eV

--- b ---
C7H14N2 | ωB97M-V/def2-TZVPD

Positions of all 23 atoms, in Å:
H -0.616 -1.143 -0.186
N -0.046 -1.937 0.099
C 1.176 -1.849 -0.223
C 2.076 -3.011 0.091
C 1.830 -0.746 -0.963
C 1.484 0.542 -0.941
H 2.461 -3.443 -0.833
H 1.519 -3.769 0.636
H 2.927 -2.684 0.689
H 2.613 -1.070 -1.641
H 2.052 1.263 -1.510
H 0.913 0.969 -0.066
C -3.024 1.859 0.304
C -1.678 1.356 -0.086
C -0.600 1.454 1.229
N -1.373 0.998 -1.229
H -3.474 1.168 1.017
H -2.938 2.830 0.790
H -3.660 1.937 -0.576
H 0.046 0.620 1.498
H -1.260 1.486 2.093
H -0.120 2.429 1.142
H -0.309 0.741 -1.331

Values from the calculation:
HOMO-LUMO gap: 0.35631 hartree
SMILES: [H]/N=C(/C)C=C.CC(C)=N
LUMO level: 0.0188 Eh
E_HOMO: -9.185 eV

--- c ---
C7H14N2 | ωB97M-V/def2-TZVPD

Positions of all 23 atoms, in Å:
C -2.341 -0.762 -0.807
C -1.006 -1.296 -0.567
C -0.707 -2.480 0.098
N 0.638 -2.699 0.008
C 1.134 -1.614 -0.711
N 0.189 -0.808 -1.024
H -2.241 0.035 -1.548
H -2.770 -0.475 0.152
H -3.038 -1.402 -1.361
H -1.483 -3.161 0.404
H 1.152 -3.489 0.332
H 2.201 -1.476 -0.767
C 0.381 2.451 -0.411
C 0.124 2.785 1.072
C 1.462 2.932 1.869
H -0.201 1.572 -0.712
H 0.378 3.326 -1.043
H 1.297 1.856 -0.471
H -0.331 3.785 1.063
H -0.614 2.250 1.670
H 1.596 3.958 2.231
H 1.504 2.354 2.791
H 2.272 2.786 1.167

Values from the calculation:
HOMO-LUMO gap: 0.34420 hartree
SMILES: Cc1c[nH]cn1.CCC
LUMO level: 0.0324 Eh
E_HOMO: -8.485 eV

Stability order, top to bottom: a, c, b